# 1
The following is a quantum chemistry calculation of 2 unconnected molecules or ions with the total composition C4H13N2S in a non-equilibrium geometry, from the OMol25 dataset.

Last column: Löwdin charge in e.
Atoms and positions in Å:
S  0.95810  -1.70346  1.32175  0.937
N  0.18580  -0.64263  -1.75450  -0.068
N  0.07548  0.87001  0.95321  -0.288
C  0.24845  2.08756  0.24805  -0.023
C  0.86534  -0.08910  0.67617  -0.470
C  0.00235  -2.03282  -2.00711  -0.162
C  -1.06187  0.79737  1.81199  -0.031
H  -0.66287  0.02576  -1.87749  0.139
H  1.26888  2.04508  -0.31862  0.149
H  0.48046  -2.25039  -2.86361  0.047
H  0.98275  -0.26959  -2.20999  0.069
H  -0.65710  2.17495  -0.29578  0.091
H  0.50994  -2.63846  -1.20529  0.050
H  -1.97450  1.09307  1.17537  0.132
H  1.85605  0.06594  0.30386  0.086
H  -0.99724  -2.30152  -1.79321  0.080
H  -0.93684  1.73875  2.51770  0.151
H  0.43731  2.91678  0.95964  0.119
H  -0.25319  -1.85360  1.87573  -0.100
H  -1.32730  -0.03371  2.48215  0.092

Cartesian forces (eV/Å) of the 6 atoms listed first:
S -0.2 0.4 -0.1
N -2.2 2.9 1.4
N 0.5 -1.4 0.7
C 3.2 1.4 0.1
C 0.9 -2.8 1.3
C 0.2 -0.1 4.1

Properties
Energy above the lowest of the compared OMol25 structures with the same formula, charge and spin in kcal per mole: 63.8
Total charge: +1
HOMO-LUMO gap in Ha: 0.34086
Maximum force in eV/Å: 4.61
HOMO energy in eV: -12.96

# 2
The following is a quantum chemistry calculation of a gas-phase ion, C4H13N2S (charge +1) in a non-equilibrium geometry, from the OMol25 dataset.

Last column: Löwdin charge in e.
Atoms and positions in Å:
S  2.72904  0.09208  -0.07749  0.704
N  -1.27614  0.18729  1.08910  0.116
N  -0.23224  -0.80322  -0.78347  0.000
C  -0.70758  1.52667  -0.82482  -0.001
C  -0.45523  -2.17007  -0.22737  -0.006
C  -0.33851  0.39193  0.10131  -0.534
C  1.31242  0.69362  0.89846  -0.411
H  -0.08732  1.67894  -1.63206  0.077
H  -1.11489  -0.53013  1.79182  0.114
H  0.77325  -0.84845  -1.12992  0.106
H  -0.89924  -0.68970  -1.67000  0.236
H  -1.53610  -2.27289  0.13023  0.128
H  -0.97373  2.26564  -0.11917  0.094
H  -1.62811  1.33211  -1.32527  0.092
H  -1.42673  0.99958  1.52593  0.055
H  3.29286  1.34904  -0.37267  -0.072
H  -0.37270  -2.93390  -0.90128  0.067
H  1.46493  1.79869  0.94038  0.072
H  1.36250  0.18931  1.85058  0.040
H  0.11351  -2.25655  0.73570  0.123

Cartesian forces (eV/Å) of the 6 atoms listed first:
S 0.4 1.3 -0.3
N -0.7 -3.6 -0.9
N 0.1 -1.6 -2.9
C -1.4 -1.3 2.0
C -2.6 1.9 4.3
C 3.6 0.0 0.2

Properties
Energy above the lowest of the compared OMol25 structures with the same formula, charge and spin in kcal per mole: 55.1
Total charge: +1
HOMO-LUMO gap in Ha: 0.35953
Maximum force in eV/Å: 5.36
Structure (SMILES): C[NH2+][C@@](C)(N)CS
HOMO energy in eV: -12.94

# 3
The following is a quantum chemistry calculation of 2 unconnected molecules or ions with the total composition C4H13N2S in a non-equilibrium geometry, from the OMol25 dataset.

Last column: Löwdin charge in e.
Atoms and positions in Å:
S  -2.28090  1.15147  0.27338  0.704
N  0.71791  0.73909  0.24053  -0.097
N  -3.91489  -0.73751  -0.57750  0.076
C  1.16855  -0.46811  -0.48945  -0.255
C  2.50314  -0.31186  -1.05510  -0.080
C  -2.71881  -0.44339  -0.14318  -0.607
C  1.15733  0.82238  1.65084  -0.052
H  -1.98497  -1.20668  -0.02982  0.066
H  -4.75356  -0.29794  -0.30707  0.107
H  0.73453  1.69026  2.24185  0.107
H  2.38795  0.60472  -1.63935  0.092
H  1.08836  1.50790  -0.20400  0.112
H  0.45417  -0.40801  -1.31545  0.130
H  0.78876  0.03313  2.38976  0.120
H  2.78543  -0.97686  -1.89478  0.097
H  2.30054  0.94549  1.65423  0.122
H  3.38691  -0.50343  -0.27828  0.142
H  -4.24400  -1.68588  -0.74754  0.135
H  -0.45238  0.82650  0.18021  -0.019
H  0.87595  -1.28128  0.05073  0.099

Cartesian forces (eV/Å) of the 6 atoms listed first:
S -0.5 -1.4 -0.3
N -2.3 -1.9 2.7
N -0.9 -2.5 -0.1
C -2.0 1.8 -2.1
C 3.2 -1.0 0.1
C 0.2 2.8 0.7

Properties
Energy above the lowest of the compared OMol25 structures with the same formula, charge and spin in kcal per mole: 43.4
Total charge: +1
HOMO-LUMO gap in Ha: 0.35120
Maximum force in eV/Å: 3.95
HOMO energy in eV: -13.09

# 4
The following is a quantum chemistry calculation of 3 unconnected molecules or ions with the total composition C4H13N2S in a non-equilibrium geometry, from the OMol25 dataset.

Last column: Löwdin charge in e.
Atoms and positions in Å:
S  -1.19625  1.46926  -0.12914  0.852
N  -4.03705  0.45375  -1.04599  0.209
N  0.89771  -0.34599  1.17201  -0.097
C  1.16357  -0.86309  -0.20935  -0.157
C  2.25751  0.07646  -0.61641  0.047
C  -0.17396  -0.75137  2.08949  -0.078
C  3.40900  -0.28420  -1.19661  0.303
H  2.07949  1.15504  -0.50433  0.149
H  -1.35050  2.18157  -1.21738  -0.174
H  1.58145  -1.88291  -0.16807  0.157
H  4.31680  0.33174  -1.21321  0.148
H  -1.13994  -0.79264  1.51542  0.081
H  -4.53644  0.91217  -1.82191  0.101
H  0.01396  -1.65752  2.69995  0.121
H  -4.49680  0.71907  -0.20211  0.060
H  3.56373  -1.32577  -1.30974  0.116
H  -3.02222  0.50251  -0.95639  -0.091
H  -0.28914  0.10764  2.78335  0.110
H  0.71969  0.73329  1.06998  0.057
H  0.23941  -0.73905  -0.73956  0.088

Cartesian forces (eV/Å) of the 6 atoms listed first:
S -0.8 -0.6 1.0
N -0.1 0.6 -0.4
N -0.5 3.4 -0.5
C 0.8 0.0 2.2
C -3.6 1.8 0.6
C -0.3 0.3 0.1

Properties
Energy above the lowest of the compared OMol25 structures with the same formula, charge and spin in kcal per mole: 183.2
Total charge: +2
HOMO-LUMO gap (alpha / beta) in Ha: 0.16395 / 0.17092
Maximum force in eV/Å: 4.08
Multiplicity: 2
HOMO energy (alpha / beta) in eV: -17.37 / -17.56

# 5
The following is a quantum chemistry calculation of a single C4H13N3 molecule in a non-equilibrium geometry, from the OMol25 dataset.

Last column: Löwdin charge in e.
Atoms and positions in Å:
N  0.30107  0.55741  0.13018  -0.089
N  1.41404  -2.22048  1.36867  -0.018
N  -0.46455  2.00924  -2.16979  -0.013
C  -1.02500  0.44809  -0.47413  -0.262
C  0.53149  0.04137  1.37274  -0.328
C  -1.11720  0.64421  -1.96996  -0.232
C  0.24456  -1.36739  1.68806  -0.294
H  1.30172  -3.27305  1.58406  0.103
H  0.55591  1.86739  -1.96144  0.076
H  -1.68493  1.19035  0.13415  0.148
H  -1.33252  -0.55911  -0.32985  0.078
H  -0.46165  -0.01018  -2.40534  0.071
H  1.65631  0.00894  1.66579  0.141
H  -0.03959  0.63465  2.16313  0.127
H  2.27798  -1.91605  1.70835  0.017
H  0.68760  1.46830  -0.05207  0.101
H  -2.22265  0.38405  -2.03136  0.138
H  -0.55516  -1.60477  0.95469  0.098
H  -0.62122  2.22606  -3.13074  0.037
H  -0.11878  -1.43752  2.69696  0.098

Cartesian forces (eV/Å) of the 6 atoms listed first:
N 0.2 0.1 -4.2
N -2.3 -2.9 -0.4
N -0.9 -1.0 0.3
C 0.1 1.0 2.3
C 2.1 1.2 4.5
C -0.4 2.5 3.3

Properties
Energy above the lowest of the compared OMol25 structures with the same formula, charge and spin in kcal per mole: 59.4
Total charge: 0
HOMO-LUMO gap in Ha: 0.34817
Maximum force in eV/Å: 5.13
Structure (SMILES): NCCNCCN
HOMO energy in eV: -8.25

# 6
The following is a quantum chemistry calculation of 2 unconnected molecules or ions with the total composition C4H13N3 in a non-equilibrium geometry, from the OMol25 dataset.

Last column: Löwdin charge in e.
Atoms and positions in Å:
N  -0.33146  -1.41856  0.12338  -0.096
N  -0.60865  0.56035  -1.16284  -0.070
N  1.55316  0.57390  1.33442  -0.031
C  0.63722  1.54506  0.73310  -0.272
C  -1.49955  -1.74081  0.92360  -0.187
C  0.54688  1.33393  -0.78666  -0.258
C  -0.57654  -0.12072  -2.26654  -0.083
H  -0.35445  1.37501  1.15545  0.102
H  -1.28822  -2.45740  1.73157  0.057
H  0.41587  -1.02017  0.69026  0.026
H  -0.03039  -2.20767  -0.47517  0.086
H  -2.26955  -2.15984  0.26944  0.066
H  0.35241  -0.25909  -2.83243  0.067
H  0.44391  2.31271  -1.26682  0.115
H  2.50649  0.76217  1.03955  0.073
H  0.92521  2.58369  0.95181  0.100
H  -1.53076  -0.34585  -2.72342  0.059
H  1.51513  0.62798  2.34676  0.073
H  -1.88694  -0.81798  1.36536  0.061
H  1.48022  0.87328  -1.15083  0.110

Cartesian forces (eV/Å) of the 6 atoms listed first:
N 0.2 -1.6 0.8
N -0.9 -0.1 -3.3
N 0.1 0.0 0.2
C 0.1 0.0 -0.2
C 0.3 -0.2 -0.1
C 0.4 -0.4 0.5

Properties
Energy above the lowest of the compared OMol25 structures with the same formula, charge and spin in kcal per mole: 56.3
Total charge: 0
HOMO-LUMO gap in Ha: 0.31797
Maximum force in eV/Å: 3.45
Structure (SMILES): C=NCCN.CN
HOMO energy in eV: -7.54

# 7
The following is a quantum chemistry calculation of 2 unconnected molecules or ions with the total composition C4H13N3 in a non-equilibrium geometry, from the OMol25 dataset.

Last column: Löwdin charge in e.
Atoms and positions in Å:
N  1.63605  -0.54509  -1.15655  -0.111
N  0.92835  0.59157  -1.28995  -0.081
N  0.35768  1.89011  1.43566  0.093
C  -0.49523  -0.40997  1.34048  -0.070
C  -0.55426  1.05253  1.12062  -0.527
C  0.66624  -2.05016  -0.78963  -0.088
C  -1.73505  1.57018  0.34133  -0.070
H  -2.61835  1.56147  0.98256  0.077
H  0.22892  -1.04757  0.52546  0.065
H  -1.45534  -0.90307  1.22533  0.070
H  1.13905  1.44225  1.91761  0.050
H  -1.95082  0.93788  -0.52127  0.071
H  1.37655  -2.59623  -0.17373  0.052
H  0.49263  0.83372  -2.17579  0.096
H  -1.56132  2.59276  0.01291  0.072
H  -0.37889  -2.28180  -0.58569  0.048
H  2.02607  -0.82591  -2.05998  0.074
H  1.20047  1.33700  -0.65973  0.066
H  0.74757  -2.48035  -1.79187  0.037
H  -0.05031  -0.66934  2.30222  0.076

Cartesian forces (eV/Å) of the 6 atoms listed first:
N -1.3 -2.6 0.7
N -0.6 1.0 -0.3
N -0.2 -0.1 0.1
C 2.0 -2.1 -1.3
C 0.5 0.6 -0.7
C 2.5 0.1 -2.8

Properties
Energy above the lowest of the compared OMol25 structures with the same formula, charge and spin in kcal per mole: 101.1
Total charge: 0
HOMO-LUMO gap in Ha: 0.34696
Maximum force in eV/Å: 4.32
Structure (SMILES): CC(C)=N.CNN
HOMO energy in eV: -8.53

# 8
The following is a quantum chemistry calculation of 2 unconnected molecules or ions with the total composition C4H13N3 in a non-equilibrium geometry, from the OMol25 dataset.

Last column: Löwdin charge in e.
Atoms and positions in Å:
N  -3.01218  -1.10400  0.60941  0.158
N  2.18856  0.75346  1.38921  -0.191
N  -1.04798  -0.81971  -2.50642  0.112
C  -2.68120  -0.95630  -0.71987  -0.050
C  2.53428  0.87032  -0.01993  -0.168
C  -1.38966  -0.94374  -1.16310  -0.057
C  2.76194  1.83627  2.18892  -0.145
H  -3.89785  -0.67063  0.86042  0.128
H  3.84970  1.87886  2.15920  0.081
H  1.18146  0.85024  1.42342  0.078
H  -0.73667  -1.68504  -2.94034  0.136
H  2.26148  1.84519  -0.45599  0.076
H  3.58613  0.71139  -0.23859  0.080
H  -0.53400  -1.02406  -0.49050  0.142
H  2.43132  2.82791  1.84608  0.074
H  -0.31647  -0.11633  -2.58534  0.114
H  -3.54187  -0.91428  -1.38548  0.155
H  1.96318  0.09959  -0.55199  0.050
H  2.41332  1.75628  3.21474  0.074
H  -3.06462  -2.08194  0.91550  0.154

Cartesian forces (eV/Å) of the 6 atoms listed first:
N -0.5 -0.4 -0.8
N 0.4 0.2 -0.2
N -0.2 0.5 0.8
C -1.5 -0.9 1.1
C -0.6 0.0 -0.3
C 1.5 -0.7 -1.0

Properties
Energy above the lowest of the compared OMol25 structures with the same formula, charge and spin in kcal per mole: 42.9
Total charge: +1
HOMO-LUMO gap (alpha / beta) in Ha: 0.26560 / 0.11495
Maximum force in eV/Å: 2.03
Multiplicity: 2
HOMO energy (alpha / beta) in eV: -11.52 / -11.51

The highest total charge belongs to which entry?
number 4